1.
Here is a structure of composition C14H20CoN4O2 from OMol25. Energies are from ωB97M-V/def2-TZVPD.

```
41
C14H20CoN4O2 | OMol25 | ωB97M-V/def2-TZVPD
Co 1.36 -1.09 0.52
O 0.51 -2.55 -0.83
O 2.65 -2.15 -0.84
N -0.01 0.39 0.21
N 3.90 0.94 -0.07
N -1.76 1.59 -0.84
N -1.38 -0.63 -1.34
C 2.32 -2.71 2.10
C -0.08 2.85 0.37
C 0.95 -2.82 2.05
C -1.04 0.46 -0.64
C -2.98 1.55 -1.65
C 2.64 -1.47 2.74
C 3.00 0.31 0.28
C 1.67 -2.78 -1.28
C 0.17 1.54 1.09
C -2.77 0.66 -2.86
C -1.50 2.84 -0.14
C -2.40 -0.72 -2.37
C 0.39 -1.61 2.64
C 1.44 -0.80 3.05
H -3.68 0.62 -3.46
H 3.04 -3.43 1.73
H -1.67 3.66 -0.84
H 0.07 3.70 1.04
H -3.20 2.57 -1.95
H 0.63 2.95 -0.46
H 3.64 -1.11 2.94
H 1.36 0.16 3.54
H 0.38 -3.64 1.65
H -0.81 -1.45 -1.18
H 1.80 -3.55 -2.05
H -3.29 -1.23 -1.97
H -1.97 1.08 -3.48
H -3.82 1.19 -1.05
H -0.51 1.47 1.95
H -2.01 -1.34 -3.18
H 1.18 1.52 1.50
H 4.69 1.46 -0.38
H -2.20 2.96 0.69
H -0.67 -1.40 2.74
```

Output
- Energy: -2297.51159 Eh
- Orbital gap (alpha / beta): 9.954 / 6.795 eV
- HOMO (alpha / beta): -11.833 / -11.820 eV
- Multiplicity: 5
- Net charge: +1
- Relative energy (zero: lowest compared OMol25 entry of this formula, charge and spin): 5.3 kJ/mol

=====

2.
Here is a structure of composition C4H9MgMnO4 from OMol25. Energies are from ωB97M-V/def2-TZVPD.

```
19
C4H9MgMnO4 | OMol25 | ωB97M-V/def2-TZVPD
Mn 3.51 0.48 0.53
Mg 0.84 0.72 -0.38
O -1.10 0.87 0.30
O 2.50 1.69 -0.60
O 2.00 -0.65 0.54
O 0.15 -1.96 0.05
C 1.55 -1.92 0.21
C -2.07 1.65 0.94
C -0.37 -1.03 -0.94
C -1.57 -0.34 -0.37
H -1.57 2.52 1.39
H -2.12 -0.92 0.39
H 1.78 -2.65 1.00
H 2.77 2.35 -1.26
H -0.65 -1.59 -1.85
H -2.27 -0.03 -1.17
H 2.02 -2.25 -0.74
H -2.57 1.07 1.74
H -2.83 1.99 0.22
```

Output
- Energy: -1809.84378 Eh
- Orbital gap (alpha / beta): 5.908 / 7.661 eV
- HOMO (alpha / beta): -5.857 / -7.815 eV
- Multiplicity: 7

=====

3.
Here is a structure of composition C22H14Co2N3O6 from OMol25. Energies are from ωB97M-V/def2-TZVPD.

```
47
C22H14Co2N3O6 | OMol25 | ωB97M-V/def2-TZVPD
Co 1.52 -1.59 -2.47
Co -0.41 0.59 -2.06
O -0.82 -0.07 0.75
O -3.13 1.03 -3.07
O 3.70 0.50 -2.62
O 2.26 -3.92 -4.18
O 1.49 -2.48 0.32
O 1.24 2.92 -2.74
N 1.16 2.97 2.29
N 0.77 1.73 2.31
N 1.66 3.30 3.49
C -3.73 -2.37 -1.06
C 2.20 4.63 3.72
C -0.03 -0.59 -4.96
C -4.50 -2.56 -2.22
C -0.37 -1.38 -2.45
C 1.01 1.19 3.57
C 1.17 -0.28 5.47
C -3.88 -2.40 -3.48
C 1.99 2.04 5.69
C -2.36 -2.11 -1.15
C -2.06 0.94 -2.66
C 0.20 -0.80 -3.62
C 1.77 0.76 6.24
C 0.79 -0.08 4.13
C 1.60 -2.14 -0.79
C 0.57 2.02 -2.44
C -0.64 0.27 -0.34
C 2.05 -3.00 -3.48
C -1.74 -1.97 -2.40
C 2.91 -0.35 -2.55
C 1.59 2.20 4.36
C -2.50 -2.14 -3.58
H 1.01 -1.26 5.94
H -1.06 -0.50 -5.26
H 2.05 0.55 7.27
H -1.76 -2.00 -0.24
H -5.56 -2.82 -2.14
H 2.57 4.66 4.75
H 0.33 -0.84 3.49
H -2.05 -2.06 -4.58
H -4.20 -2.43 -0.07
H 0.82 -0.72 -5.62
H 3.01 4.84 3.02
H 1.41 5.38 3.59
H 2.45 2.87 6.24
H -4.49 -2.49 -4.39
```

Output
- Energy: -4227.91381 Eh
- Orbital gap: 5.585 eV
- HOMO: -3.231 eV
- Net charge: -1

=====

4.
Here is the molecule C3H5NO3 from OMol25. Energies are from ωB97M-V/def2-TZVPD.

```
12
C3H5NO3 | OMol25 | ωB97M-V/def2-TZVPD
O -2.39 -1.32 0.46
O -3.54 0.43 -0.15
O -0.13 0.15 0.01
N -2.46 -0.11 0.19
C -1.37 0.68 -0.04
C 1.16 0.51 -0.02
C 2.08 -0.66 -0.17
H 3.12 -0.53 -0.54
H 1.55 -1.43 -0.68
H -1.50 1.83 -0.08
H 1.36 1.54 0.11
H 2.13 -1.09 0.92
```

Output
- Energy: -397.51733 Eh
- Orbital gap (alpha / beta): 8.045 / 8.457 eV
- HOMO (alpha / beta): -7.429 / -10.536 eV
- Multiplicity: 3
- Relative energy (zero: lowest compared OMol25 entry of this formula, charge and spin): 266.9 kJ/mol

=====

5.
Here is a structure of composition C11H17Cl2NO2SeV from OMol25. Energies are from ωB97M-V/def2-TZVPD.

```
35
C11H17Cl2NO2SeV | OMol25 | ωB97M-V/def2-TZVPD
Se -4.54 -3.75 1.59
V -0.84 -0.61 0.36
Cl -2.64 -0.08 -1.08
Cl -3.03 -1.31 -4.37
O -0.23 -1.96 1.68
O -2.04 -0.03 1.74
N -2.39 -2.09 0.69
C -0.28 1.31 -2.57
C -0.04 1.49 0.01
C 1.86 -0.92 -2.14
C 0.23 0.87 -1.26
C 0.79 0.82 1.00
C 0.92 1.20 2.42
C -3.29 -2.69 1.20
C 2.64 -1.00 0.88
C 1.20 -0.14 -1.07
C 1.55 -0.18 0.32
C -0.92 2.64 0.26
H 2.62 -2.03 0.47
H -0.20 -2.91 1.41
H 2.70 -0.37 -2.60
H 0.48 1.91 -3.10
H -1.78 -0.59 2.54
H 3.63 -0.56 0.65
H -1.19 1.92 -2.47
H 2.55 -1.07 1.98
H -0.39 3.58 0.06
H -1.28 2.66 1.30
H -0.01 1.65 2.80
H 1.15 0.32 3.04
H -0.54 0.45 -3.21
H 1.73 1.93 2.55
H 2.26 -1.87 -1.75
H 1.14 -1.16 -2.94
H -1.81 2.60 -0.39
```

Output
- Energy: -4900.48023 Eh
- Orbital gap (alpha / beta): 5.747 / 5.757 eV
- HOMO (alpha / beta): -1.107 / -1.111 eV
- Multiplicity: 2
- Net charge: -2
- Relative energy (zero: lowest compared OMol25 entry of this formula, charge and spin): 158.6 kJ/mol

=====

6.
Here is a cluster of 2 separate species, C2H6S in total from OMol25. Energies are from ωB97M-V/def2-TZVPD.

```
9
C2H6S | OMol25 | ωB97M-V/def2-TZVPD
S -1.49 0.92 -0.28
C 1.32 -0.89 0.87
C 2.09 -1.35 -0.15
H 1.47 -0.16 1.59
H 1.77 -2.04 -0.86
H 0.39 -1.49 0.86
H 3.14 -0.99 -0.25
H -2.42 1.22 -1.11
H -0.94 2.18 -0.06
```

Output
- SMILES: C=C.S
- Energy: -477.92133 Eh
- Orbital gap: 10.509 eV
- HOMO: -9.617 eV
- Relative energy (zero: lowest compared OMol25 entry of this formula, charge and spin): 143.9 kJ/mol

=====

7.
Here is a structure of composition C4H5N2 from OMol25. Energies are from ωB97M-V/def2-TZVPD.

```
11
C4H5N2 | OMol25 | ωB97M-V/def2-TZVPD
N 1.08 0.75 -0.66
N 2.38 0.21 -0.64
C -1.39 0.83 -0.17
C 0.00 0.28 -0.11
C 0.42 -0.92 0.53
C 2.08 -0.72 0.05
H -1.59 1.85 -0.50
H 0.34 -1.17 1.63
H -1.65 0.63 0.89
H -1.86 0.09 -0.89
H 0.18 -1.84 -0.14
```

Output
- Energy: -264.42241 Eh
- Orbital gap (alpha / beta): 8.498 / 8.460 eV
- HOMO (alpha / beta): -16.427 / -16.400 eV
- Net charge: +1
- Relative energy (zero: lowest compared OMol25 entry of this formula, charge and spin): 506.7 kJ/mol

=====

8.
Here is a cluster of 8 separate species, C2H21N2O7 in total from OMol25. Energies are from ωB97M-V/def2-TZVPD.

```
32
C2H21N2O7 | OMol25 | ωB97M-V/def2-TZVPD
O 0.02 -0.89 -3.33
O 0.88 -2.13 -0.86
O 1.57 1.93 2.24
O -2.53 -0.80 -1.03
O 1.71 0.48 -1.08
O -0.82 2.39 0.91
O -0.97 1.49 -2.33
N -1.73 -0.36 2.14
N 1.85 -1.09 1.28
C 0.54 -1.05 1.92
C -0.64 -0.55 1.33
H -0.47 1.66 0.35
H -2.85 -1.26 -0.33
H -0.22 -0.22 -3.93
H 2.59 -0.72 1.90
H -0.74 -0.66 0.22
H -2.66 -0.44 1.99
H 1.14 2.10 3.06
H 2.06 -2.05 1.01
H 2.41 2.26 2.42
H -1.57 -0.54 3.11
H 0.77 -1.33 -1.41
H -3.02 -0.08 -1.31
H 1.82 -0.10 -1.88
H 0.58 -1.03 2.98
H -0.11 2.47 1.57
H 1.88 1.39 -1.45
H 0.40 -2.74 -1.21
H -0.94 0.87 -1.80
H 1.88 -0.45 0.47
H -1.28 2.29 -2.17
H -0.78 -1.56 -3.24
```

Output
- Energy: -724.20900 Eh
- Orbital gap (alpha / beta): 9.225 / 5.944 eV
- HOMO (alpha / beta): -17.511 / -17.510 eV
- Multiplicity: 2
- Net charge: +2

=====

9.
Here is a cluster of 2 separate species, C23H33O9P in total from OMol25. Energies are from ωB97M-V/def2-TZVPD.

```
66
C23H33O9P | OMol25 | ωB97M-V/def2-TZVPD
P 2.63 -0.34 -2.04
O 2.22 -1.01 -3.41
O 4.50 2.56 3.74
O 4.05 -1.02 -1.77
O -1.69 -0.78 0.12
O 2.68 1.12 -2.05
O 0.12 -0.91 -1.23
O 3.31 4.45 4.07
O 3.83 3.90 2.05
O -7.10 -1.37 -1.32
C -2.00 2.16 -1.65
C -3.85 0.38 -1.85
C 3.34 4.18 5.48
C 0.23 0.73 0.40
C -7.30 -2.35 -0.32
C 4.46 3.01 1.14
C 1.47 -1.02 -0.77
C -0.63 -0.36 -0.19
C 0.30 1.96 -0.49
C 2.99 -4.38 0.32
C 2.42 -5.23 -0.60
C 1.55 -4.73 -1.56
C 2.70 -3.02 0.29
C -5.77 -1.32 -1.81
C -4.91 -0.34 -1.02
C 1.50 -0.79 1.80
C -1.06 2.67 -0.54
C 1.57 -0.12 0.51
C 1.26 -3.38 -1.59
C 3.93 3.54 3.33
C 1.82 -2.51 -0.65
C -3.37 1.65 -1.16
C 1.40 -1.31 2.87
H 4.37 4.16 5.84
H -1.55 2.61 0.43
H 2.86 3.23 5.70
H 3.67 -4.77 1.06
H 4.30 3.41 0.14
H -4.43 -0.85 -0.19
H 2.39 0.59 0.46
H 0.58 -3.00 -2.33
H 2.92 -1.57 -3.77
H -5.35 -2.33 -1.76
H -0.87 3.73 -0.70
H 1.28 -1.68 3.86
H 5.53 2.95 1.33
H -2.15 2.95 -2.37
H 4.02 2.02 1.20
H -5.59 0.39 -0.59
H -7.44 -3.34 -0.76
H -8.19 -2.09 0.24
H 4.37 -0.80 -0.89
H 0.58 1.69 -1.50
H -6.46 -2.39 0.38
H 2.80 4.99 5.94
H -4.12 2.42 -1.33
H 1.11 -5.38 -2.30
H -2.99 -0.28 -2.00
H 3.17 -2.38 1.01
H 1.04 2.63 -0.07
H -5.84 -1.02 -2.85
H -3.35 1.48 -0.08
H -1.51 1.32 -2.15
H -4.25 0.61 -2.84
H 2.63 -6.29 -0.58
H -0.11 0.96 1.40
```

Output
- SMILES: C#C[C@@H]1[C@@H](CCCCCCCOC)C(=O)O[C@@]1(c1ccccc1)P(=O)(O)O.COC(=O)OC
- Energy: -1914.74315 Eh
- Orbital gap: 9.519 eV
- HOMO: -9.296 eV
- Relative energy (zero: lowest compared OMol25 entry of this formula, charge and spin): 0.0 kJ/mol

=====

10.
Here is a structure of composition C10H12SSi from OMol25. Energies are from ωB97M-V/def2-TZVPD.

```
24
C10H12SSi | OMol25 | ωB97M-V/def2-TZVPD
S 0.02 0.26 0.51
Si -2.89 -0.16 0.60
C -2.91 1.49 -0.31
C 2.40 -1.49 0.39
C 1.69 -0.28 0.36
C 4.31 -0.15 0.01
C -1.20 -0.85 0.45
C 3.73 -1.38 0.14
C 1.32 1.95 -0.17
C -4.10 -1.43 -0.24
C 3.65 1.03 -0.18
C 2.26 0.94 -0.16
H -4.91 -0.75 -0.37
H 1.95 -2.30 0.83
H -2.97 -0.10 2.09
H -4.39 -2.24 0.33
H -2.55 2.41 0.21
H 0.68 2.18 -1.02
H -3.89 -1.84 -1.18
H 5.36 -0.07 -0.17
H -2.24 1.28 -1.17
H 4.45 -2.28 0.28
H -3.86 1.75 -0.74
H 4.10 2.04 -0.48
```

Output
- Energy: -1075.65336 Eh
- Orbital gap (alpha / beta): 6.278 / 6.284 eV
- HOMO (alpha / beta): -7.453 / -7.456 eV
- Relative energy (zero: lowest compared OMol25 entry of this formula, charge and spin): 611.7 kJ/mol

=====

11.
Here is a structure of composition C35H49Cl2HfN2O2P3 from OMol25. Energies are from ωB97M-V/def2-TZVPD.

```
94
C35H49Cl2HfN2O2P3 | OMol25 | ωB97M-V/def2-TZVPD
Hf -0.06 -0.23 -0.08
Cl 1.30 -1.15 1.71
Cl -2.48 -0.39 0.28
P -0.46 1.62 1.86
P 3.61 2.58 -1.70
P -2.25 2.88 -3.25
O 0.05 -1.98 -1.05
O 1.13 2.26 -3.29
N -0.66 -3.94 -0.03
N 0.64 -3.98 -1.94
C -5.91 4.65 -2.81
C -6.76 3.55 -2.66
C -1.28 -3.31 1.13
C 0.37 -5.98 -0.60
C 2.07 1.75 -1.22
C 4.13 2.06 -3.34
C 0.77 -5.43 -1.94
C -4.00 3.16 -2.93
C -1.67 1.67 -2.07
C -0.66 6.19 -1.50
C -1.98 1.30 -7.56
C 3.28 4.35 -1.68
C -1.89 2.71 1.61
C -0.69 5.04 -4.06
C -2.86 2.34 -7.23
C 1.27 -3.24 -3.02
C -1.17 0.73 -6.57
C 4.80 2.09 -0.45
C -2.09 2.26 -4.93
C 0.94 2.72 2.19
C -0.44 1.44 -1.61
C -0.02 6.24 -3.84
C -2.92 2.82 -5.92
C -1.36 4.41 -2.99
C 0.00 -3.29 -0.99
C -0.93 -5.36 -0.21
C 0.79 2.25 -1.89
C 0.00 6.82 -2.57
C -4.53 4.47 -2.95
C -4.85 2.06 -2.75
C 2.00 0.67 -0.43
C -6.23 2.26 -2.62
C -0.79 0.79 3.45
C -1.36 5.01 -1.71
C -1.23 1.19 -5.25
H -0.64 6.63 -0.50
H -3.61 3.62 -5.65
H -1.00 -2.25 1.21
H -1.24 1.52 4.13
H -6.89 1.41 -2.49
H 4.94 1.00 -0.48
H 0.15 0.39 3.86
H -4.45 1.04 -2.72
H 3.41 2.43 -4.08
H -0.62 0.72 -4.47
H -6.32 5.66 -2.84
H -7.84 3.71 -2.56
H -2.37 -3.39 1.07
H 0.15 -5.84 -2.75
H -0.72 4.58 -5.06
H 1.84 2.12 2.39
H 2.87 4.63 -0.70
H -0.91 -3.80 2.05
H -1.68 -5.50 -1.02
H 2.06 -2.57 -2.65
H 5.75 2.59 -0.67
H 5.13 2.47 -3.53
H 1.81 -5.68 -2.17
H 0.70 3.35 3.05
H 0.29 -7.07 -0.64
H 0.53 -2.66 -3.58
H 4.23 4.87 -1.85
H 0.48 6.73 -4.68
H 0.36 2.53 -3.83
H -3.87 5.33 -3.05
H -2.52 1.08 -1.68
H 0.53 7.76 -2.40
H 1.12 3.34 1.30
H 1.14 -5.74 0.15
H -1.92 4.54 -0.90
H 4.45 2.40 0.54
H 1.73 -3.97 -3.69
H -1.60 3.54 0.95
H 0.57 3.28 -1.52
H -2.69 2.13 1.14
H -0.49 -0.08 -6.83
H -1.94 0.94 -8.59
H 2.56 4.61 -2.47
H 2.90 0.31 0.09
H -3.50 2.79 -7.99
H -2.21 3.08 2.59
H -1.49 -0.05 3.29
H -1.34 -5.75 0.72
H 4.16 0.96 -3.38
```

Output
- Energy: -3615.24297 Eh
- Orbital gap: 8.688 eV
- HOMO: -13.418 eV
- Net charge: +2
- Relative energy (zero: lowest compared OMol25 entry of this formula, charge and spin): 0.0 kJ/mol

=====

What did the eleventh record say?
Here is a structure of composition C35H49Cl2HfN2O2P3 from OMol25. Energies are from ωB97M-V/def2-TZVPD.

```
94
C35H49Cl2HfN2O2P3 | OMol25 | ωB97M-V/def2-TZVPD
Hf -0.06 -0.23 -0.08
Cl 1.30 -1.15 1.71
Cl -2.48 -0.39 0.28
P -0.46 1.62 1.86
P 3.61 2.58 -1.70
P -2.25 2.88 -3.25
O 0.05 -1.98 -1.05
O 1.13 2.26 -3.29
N -0.66 -3.94 -0.03
N 0.64 -3.98 -1.94
C -5.91 4.65 -2.81
C -6.76 3.55 -2.66
C -1.28 -3.31 1.13
C 0.37 -5.98 -0.60
C 2.07 1.75 -1.22
C 4.13 2.06 -3.34
C 0.77 -5.43 -1.94
C -4.00 3.16 -2.93
C -1.67 1.67 -2.07
C -0.66 6.19 -1.50
C -1.98 1.30 -7.56
C 3.28 4.35 -1.68
C -1.89 2.71 1.61
C -0.69 5.04 -4.06
C -2.86 2.34 -7.23
C 1.27 -3.24 -3.02
C -1.17 0.73 -6.57
C 4.80 2.09 -0.45
C -2.09 2.26 -4.93
C 0.94 2.72 2.19
C -0.44 1.44 -1.61
C -0.02 6.24 -3.84
C -2.92 2.82 -5.92
C -1.36 4.41 -2.99
C 0.00 -3.29 -0.99
C -0.93 -5.36 -0.21
C 0.79 2.25 -1.89
C 0.00 6.82 -2.57
C -4.53 4.47 -2.95
C -4.85 2.06 -2.75
C 2.00 0.67 -0.43
C -6.23 2.26 -2.62
C -0.79 0.79 3.45
C -1.36 5.01 -1.71
C -1.23 1.19 -5.25
H -0.64 6.63 -0.50
H -3.61 3.62 -5.65
H -1.00 -2.25 1.21
H -1.24 1.52 4.13
H -6.89 1.41 -2.49
H 4.94 1.00 -0.48
H 0.15 0.39 3.86
H -4.45 1.04 -2.72
H 3.41 2.43 -4.08
H -0.62 0.72 -4.47
H -6.32 5.66 -2.84
H -7.84 3.71 -2.56
H -2.37 -3.39 1.07
H 0.15 -5.84 -2.75
H -0.72 4.58 -5.06
H 1.84 2.12 2.39
H 2.87 4.63 -0.70
H -0.91 -3.80 2.05
H -1.68 -5.50 -1.02
H 2.06 -2.57 -2.65
H 5.75 2.59 -0.67
H 5.13 2.47 -3.53
H 1.81 -5.68 -2.17
H 0.70 3.35 3.05
H 0.29 -7.07 -0.64
H 0.53 -2.66 -3.58
H 4.23 4.87 -1.85
H 0.48 6.73 -4.68
H 0.36 2.53 -3.83
H -3.87 5.33 -3.05
H -2.52 1.08 -1.68
H 0.53 7.76 -2.40
H 1.12 3.34 1.30
H 1.14 -5.74 0.15
H -1.92 4.54 -0.90
H 4.45 2.40 0.54
H 1.73 -3.97 -3.69
H -1.60 3.54 0.95
H 0.57 3.28 -1.52
H -2.69 2.13 1.14
H -0.49 -0.08 -6.83
H -1.94 0.94 -8.59
H 2.56 4.61 -2.47
H 2.90 0.31 0.09
H -3.50 2.79 -7.99
H -2.21 3.08 2.59
H -1.49 -0.05 3.29
H -1.34 -5.75 0.72
H 4.16 0.96 -3.38
```

Output
- Energy: -3615.24297 Eh
- Orbital gap: 8.688 eV
- HOMO: -13.418 eV
- Net charge: +2
- Relative energy (zero: lowest compared OMol25 entry of this formula, charge and spin): 0.0 kJ/mol